No. 1
The following is a DFT calculation (ωB97M-V/def2-TZVPD) of a cluster of 20 separate species, C36H62Cl38N2 in total in a non-equilibrium geometry.

Output
HOMO: -8.758 eV
Multiplicity: 1
Max |F|: 1.777 eV/A
Orbital gap: 8.750 eV

Each line ends with the Löwdin charge.
Atoms and positions in Å:
C  -0.655  1.317  0.916  -0.1085
C  -0.067  1.733  -0.441  -0.2587
C  -0.960  2.710  -1.206  -0.2015
C  -2.182  2.101  -1.928  -0.2096
C  -1.996  0.713  -2.550  -0.2074
C  -1.374  0.743  -3.955  -0.1809
C  0.125  1.112  -3.963  -0.1990
C  0.989  -0.079  -4.388  -0.2087
C  2.458  0.294  -4.598  -0.1845
C  3.167  0.488  -3.276  -0.2650
C  4.130  1.539  -3.147  -0.0670
N  4.821  1.788  -2.074  0.1506
C  4.525  0.958  -1.022  -0.2321
C  5.211  1.132  0.203  -0.1512
C  5.003  0.295  1.270  -0.1960
C  4.052  -0.748  1.161  -0.1011
C  3.351  -0.907  -0.013  -0.0219
C  3.580  -0.077  -1.124  -0.2128
N  2.899  -0.322  -2.290  0.1798
H  -1.713  1.091  0.874  0.0065
H  -0.069  0.462  1.266  0.0598
H  -0.437  2.114  1.621  0.0038
H  0.861  2.273  -0.218  0.0840
H  0.256  0.874  -1.026  0.0817
H  -1.359  3.404  -0.456  0.1048
H  -0.356  3.329  -1.872  0.1015
H  -2.411  2.773  -2.759  0.0744
H  -3.060  2.106  -1.283  0.0450
H  -1.477  -0.002  -1.910  0.1060
H  -3.005  0.306  -2.689  0.1009
H  -1.972  1.381  -4.604  0.0897
H  -1.443  -0.287  -4.318  0.1044
H  0.266  1.866  -4.739  0.0588
H  0.479  1.536  -3.028  0.0872
H  0.593  -0.536  -5.297  0.1061
H  0.890  -0.824  -3.595  0.1079
H  2.505  1.237  -5.153  0.0434
H  2.956  -0.505  -5.147  0.0608
H  4.325  2.153  -4.020  0.1171
H  5.937  1.924  0.319  0.1085
H  5.571  0.413  2.182  0.0982
H  3.854  -1.440  1.974  0.0191
H  2.616  -1.697  -0.108  0.0930
C  1.379  1.023  -8.398  -0.9778
Cl  1.385  2.277  -7.140  0.5878
Cl  2.609  -0.206  -8.092  0.5483
H  0.405  0.548  -8.406  0.0317
H  1.584  1.495  -9.354  -0.0631
C  -4.569  0.886  2.080  -1.0574
Cl  -4.233  -0.228  0.741  0.5404
Cl  -3.860  2.485  1.806  0.5306
H  -5.637  0.992  2.173  -0.0793
H  -4.152  0.473  2.989  -0.0406
C  1.364  -1.022  3.709  -0.9792
Cl  1.713  0.691  3.969  0.5672
Cl  2.768  -2.027  4.049  0.5581
H  0.548  -1.312  4.364  0.0229
H  1.080  -1.170  2.671  0.0148
C  3.839  3.628  -9.646  -1.0060
Cl  5.380  2.794  -9.852  0.5169
Cl  2.639  3.095  -10.838  0.5383
H  3.456  3.417  -8.655  -0.0182
H  3.997  4.692  -9.773  0.0266
C  -4.599  4.390  -5.688  -1.0358
Cl  -3.088  3.894  -6.474  0.5048
Cl  -4.858  3.536  -4.161  0.4949
H  -4.550  5.454  -5.485  0.0309
H  -5.418  4.171  -6.372  -0.0864
C  2.283  3.659  1.786  -0.9515
Cl  2.448  4.828  3.116  0.5267
Cl  3.591  2.459  1.760  0.6966
H  1.341  3.137  1.907  -0.0204
H  2.298  4.202  0.848  0.0349
C  -6.977  2.243  -0.318  -1.0189
Cl  -8.188  3.520  -0.507  0.5092
Cl  -5.926  2.124  -1.729  0.4954
H  -6.369  2.469  0.551  -0.0244
H  -7.487  1.296  -0.184  0.0216
C  -1.547  1.854  5.469  -1.0128
Cl  -1.335  2.937  4.089  0.5270
Cl  -2.370  0.347  5.030  0.5344
H  -0.566  1.601  5.862  -0.0692
H  -2.132  2.364  6.224  0.0303
C  5.484  3.593  4.936  -1.0356
Cl  6.892  3.012  4.038  0.5042
Cl  5.243  2.690  6.441  0.4991
H  5.635  4.638  5.179  0.0272
H  4.606  3.472  4.315  -0.0542
C  -10.116  2.937  -3.918  -1.0305
Cl  -10.623  1.845  -5.215  0.5016
Cl  -8.390  3.293  -3.988  0.4784
H  -10.667  3.865  -4.013  0.0246
H  -10.332  2.468  -2.966  0.0169
C  1.760  -5.488  2.700  -1.0678
Cl  2.286  -4.122  1.709  0.5070
Cl  3.106  -6.175  3.619  0.4951
H  1.009  -5.141  3.394  -0.0392
H  1.348  -6.252  2.053  0.0084
C  5.223  -7.048  6.985  -1.0283
Cl  4.094  -5.690  6.890  0.5051
Cl  6.139  -7.241  5.486  0.5064
H  5.914  -6.867  7.799  0.0097
H  4.655  -7.954  7.166  0.0185
C  2.067  -0.267  7.437  -1.0179
Cl  2.341  -1.589  8.576  0.5158
Cl  0.703  0.753  7.932  0.5442
H  2.958  0.348  7.392  0.0160
H  1.853  -0.686  6.464  -0.0414
C  5.053  -2.548  -4.052  -1.0125
Cl  5.611  -1.508  -5.372  0.5192
Cl  4.094  -3.907  -4.651  0.5099
H  5.918  -2.935  -3.528  0.0266
H  4.436  -1.959  -3.383  -0.0075
C  -7.906  1.868  4.306  -0.9699
Cl  -8.421  0.795  2.995  0.5327
Cl  -6.173  2.205  4.228  0.5793
H  -8.445  2.804  4.221  0.0296
H  -8.127  1.391  5.253  0.0279
C  -2.219  -5.825  2.255  -0.9794
Cl  -1.256  -4.356  2.453  0.5554
Cl  -1.422  -7.246  2.942  0.5453
H  -3.168  -5.686  2.758  0.0278
H  -2.375  -5.994  1.197  0.0312
C  2.965  -5.763  10.371  -1.0300
Cl  3.057  -4.493  11.596  0.5041
Cl  4.310  -6.907  10.502  0.5129
H  2.037  -6.306  10.501  0.0271
H  3.002  -5.304  9.390  -0.0325
C  -5.380  3.997  -9.701  -0.9956
Cl  -6.225  4.766  -8.347  0.5735
Cl  -5.751  2.276  -9.811  0.5180
H  -5.689  4.482  -10.619  0.0247
H  -4.313  4.115  -9.547  0.0151
C  0.717  -9.655  5.075  -1.0292
Cl  0.247  -9.288  6.740  0.5015
Cl  2.466  -9.606  4.856  0.5025
H  0.362  -10.647  4.825  0.0265
H  0.270  -8.917  4.422  -0.0334

Cartesian forces, eV/Å:
1.135 -0.165 -0.570
0.169 0.538 0.318
-0.309 -0.151 0.444
0.590 0.030 -0.294
-0.759 0.237 -0.577
0.515 -0.607 1.102
-0.219 0.063 -1.333
-0.105 0.035 0.472
-0.390 0.097 0.824
-0.146 -0.086 -0.300
0.223 0.159 -0.254
-0.564 -0.443 0.111
0.520 0.227 0.427
0.776 -0.658 0.061
0.167 -0.889 -0.518
-0.137 -0.004 -0.552
0.010 -0.236 0.613
-0.121 -0.075 -0.207
0.325 0.396 0.300
-0.046 -0.095 0.084
-0.321 -0.182 0.167
-0.521 0.072 0.181
0.122 -0.112 -0.078
-0.218 -0.078 -0.115
0.087 0.145 -0.050
-0.011 -0.157 -0.217
-0.246 0.061 0.078
0.109 -0.074 0.187
0.116 0.097 0.111
-0.006 -0.096 0.137
0.043 0.086 -0.036
-0.143 0.086 -0.318
0.078 0.300 0.182
-0.038 -0.058 0.110
-0.064 0.143 -0.091
0.239 -0.236 -0.155
0.257 -0.432 -0.045
0.157 0.133 -0.172
-0.009 0.066 -0.002
0.003 0.113 -0.336
-0.008 0.089 0.037
0.252 0.275 -0.151
0.000 0.000 -0.101
-0.068 -0.099 -0.105
-0.158 0.203 -0.387
0.019 -0.024 -0.077
0.005 0.007 0.133
0.008 -0.081 0.210
0.238 -0.201 -0.343
0.004 -0.009 0.014
-0.251 -0.024 -0.081
-0.063 -0.049 -0.177
0.097 0.007 0.003
-0.176 -0.042 -0.156
-0.122 0.066 0.072
-0.014 0.001 0.760
0.040 0.000 0.041
0.066 0.068 -0.019
0.067 0.030 0.104
-0.003 0.019 0.026
0.047 0.184 -0.144
-0.022 -0.080 -0.026
0.006 -0.016 -0.094
-0.187 -0.136 0.065
0.006 0.034 -0.074
0.061 0.247 -0.275
0.090 -0.021 0.035
0.418 -0.119 0.573
0.051 -0.021 0.163
-0.064 -0.014 -0.041
-1.175 1.307 0.266
0.021 -0.025 0.111
0.084 0.037 0.034
0.034 -0.106 0.040
-0.046 -0.013 0.192
-0.057 -0.213 0.308
0.025 0.135 -0.051
-0.051 0.019 -0.071
0.304 0.182 0.085
0.015 0.024 0.224
0.033 -0.060 0.000
-0.138 -0.018 -0.165
-0.108 -0.032 -0.068
-0.080 0.018 -0.086
-0.018 0.003 -0.034
-0.037 0.012 0.020
0.069 -0.026 0.059
0.026 -0.082 0.004
-0.012 0.066 0.074
-0.048 -0.004 0.015
-0.026 0.022 -0.149
0.016 -0.001 -0.079
0.049 -0.057 -0.020
0.211 -0.133 0.127
-0.095 -0.170 -0.466
-0.087 0.004 -0.120
0.084 0.041 0.097
0.064 0.012 -0.058
0.007 -0.101 0.085
0.006 0.057 0.106
-0.007 -0.034 0.002
0.021 0.076 -0.039
-0.048 0.018 -0.072
0.100 -0.035 0.019
0.016 -0.002 -0.016
0.083 -0.032 0.044
-0.024 0.033 0.050
-0.052 -0.035 0.016
0.010 0.016 0.098
0.049 0.035 0.040
-0.021 -0.008 0.030
0.030 -0.038 -0.085
-0.074 0.002 -0.063
-0.035 0.044 0.104
-0.025 -0.001 -0.002
-0.273 0.327 0.485
0.032 0.006 -0.098
0.040 -0.081 -0.035
-0.152 0.088 -0.062
-0.253 0.097 -0.083
-0.014 -0.048 0.002
0.045 -0.004 0.080
0.094 -0.012 -0.009
-0.093 0.042 -0.052
-0.029 0.013 -0.020
-0.009 -0.030 -0.041
0.034 -0.031 0.084
0.089 0.013 0.014
0.109 -0.014 -0.069
-0.309 0.211 -0.629
0.025 0.002 -0.021
-0.090 -0.011 0.030
-0.014 -0.036 0.096
-0.027 -0.028 -0.029
-0.047 0.006 -0.006
0.075 -0.050 -0.017
0.039 -0.026 0.068
0.031 0.087 0.035

No. 2
The following is a DFT calculation (ωB97M-V/def2-TZVPD) of a cluster of 4 separate species, C36H62F6NO6 in total in a non-equilibrium geometry.

Output
HOMO: -11.176 eV
Multiplicity: 1
Max |F|: 4.784 eV/A
Orbital gap: 7.513 eV
Total charge: +1

Each line ends with the Löwdin charge.
Atoms and positions in Å:
C  1.068  -1.777  3.684  0.0271
C  0.213  -1.022  2.861  -0.0813
C  -0.649  -1.650  1.687  -0.2964
C  0.321  -1.591  0.394  -0.0983
C  1.648  -0.791  0.603  -0.1935
C  2.382  -0.770  -0.834  -0.1967
C  3.942  -0.812  -0.606  -0.1900
C  4.658  -0.194  -1.887  -0.1839
C  4.111  -0.839  -3.232  -0.1903
C  3.333  0.213  -4.144  -0.1838
C  1.858  -0.235  -4.516  -0.1887
C  1.589  -0.166  -6.089  -0.1450
C  1.118  -1.545  -6.681  -0.2341
O  -0.051  -1.340  -7.488  -0.2161
C  -0.376  -2.560  -8.165  -0.1278
C  -1.901  -0.674  1.528  -0.1504
C  -1.499  0.796  1.188  -0.0343
C  -2.445  1.461  0.113  -0.4528
O  -3.413  0.944  -0.349  0.1516
O  -2.100  2.763  -0.268  0.0623
C  -2.987  -0.868  2.655  -0.1313
C  -3.328  0.391  3.522  -0.3859
F  -4.203  -0.084  4.538  0.0380
F  -2.244  0.906  4.218  0.0660
C  -4.168  1.480  2.788  -0.0932
C  -3.685  2.848  2.925  -0.0129
C  -4.361  3.940  2.251  -0.0370
C  -5.535  3.618  1.455  0.0254
C  -6.003  2.250  1.336  -0.0696
C  -7.243  1.926  0.441  -0.5040
F  -6.890  2.209  -0.864  0.1092
F  -7.446  0.565  0.460  0.0994
F  -8.349  2.617  0.786  0.1517
C  -5.351  1.149  1.997  0.0601
C  -2.740  -2.049  3.693  -0.0867
C  -1.826  -3.238  3.251  -0.0982
N  -1.041  -3.055  1.987  -0.0424
C  -1.678  -3.841  0.887  -0.0737
C  -3.195  -3.636  0.609  -0.1305
F  -3.361  -2.989  -0.642  -0.0519
H  0.760  -1.927  4.752  0.0824
H  2.021  -2.251  3.328  0.0729
H  0.210  0.082  3.066  0.1344
H  -0.276  -1.087  -0.407  0.1353
H  0.627  -2.625  0.068  0.1200
H  1.526  0.285  0.870  0.1118
H  2.388  -1.304  1.275  0.0959
H  1.987  -1.584  -1.489  0.1012
H  2.070  0.205  -1.303  0.1194
H  4.223  -1.887  -0.447  0.0993
H  4.142  -0.182  0.306  0.1143
H  5.743  -0.472  -1.779  0.1080
H  4.528  0.920  -1.887  0.0810
H  3.498  -1.760  -3.062  0.0910
H  5.003  -1.172  -3.828  0.1050
H  3.948  0.412  -5.062  0.1037
H  3.280  1.194  -3.599  0.0909
H  1.155  0.460  -3.992  0.1009
H  1.684  -1.277  -4.140  0.0855
H  0.823  0.632  -6.251  0.1147
H  2.511  0.161  -6.633  0.1036
H  0.883  -2.307  -5.894  0.1171
H  1.929  -1.902  -7.381  0.1234
H  -1.114  -2.363  -8.984  0.0939
H  -0.842  -3.293  -7.457  0.0887
H  0.526  -3.034  -8.641  0.0895
H  -2.367  -1.056  0.569  0.1392
H  -1.488  1.506  2.048  0.1135
H  -0.476  0.897  0.725  0.1241
H  -2.325  3.341  0.494  0.0918
H  -3.956  -1.126  2.144  0.1341
H  -2.776  3.087  3.524  0.1146
H  -3.944  4.958  2.363  0.0947
H  -6.017  4.462  0.923  0.1278
H  -5.649  0.088  1.921  0.1266
H  -2.261  -1.585  4.599  0.1286
H  -3.720  -2.467  4.033  0.1344
H  -2.447  -4.174  3.216  0.1434
H  -1.088  -3.428  4.075  0.1322
H  -0.143  -3.544  2.165  0.1816
H  -1.152  -3.788  -0.103  0.1481
H  -1.556  -4.921  1.185  0.1526
H  -3.647  -4.655  0.450  0.1423
H  -3.804  -3.154  1.404  0.1187
C  3.966  5.101  -0.546  -0.0895
C  3.119  4.235  -1.458  -0.3043
O  3.603  2.893  -1.464  -0.1100
H  5.008  5.094  -0.871  0.0799
H  3.606  6.132  -0.541  0.0762
H  3.947  4.718  0.478  0.0705
H  3.156  4.607  -2.482  0.1176
H  2.074  4.231  -1.131  0.1047
H  3.560  2.562  -0.559  0.0751
C  5.249  -5.129  0.956  -0.0831
C  3.749  -5.348  0.946  -0.3093
O  3.076  -4.225  1.519  -0.1144
H  5.605  -4.974  1.976  0.0809
H  5.771  -5.985  0.526  0.0812
H  5.512  -4.234  0.385  0.0682
H  3.488  -6.229  1.533  0.1133
H  3.384  -5.494  -0.076  0.1096
H  3.304  -3.450  0.990  0.0446
C  -0.024  6.360  3.602  -0.0821
C  -0.415  5.238  2.661  -0.3112
O  -1.711  5.476  2.111  -0.1069
H  -0.750  6.451  4.412  0.0815
H  0.963  6.182  4.033  0.0791
H  -0.009  7.318  3.076  0.0784
H  -0.449  4.286  3.195  0.1036
H  0.304  5.149  1.841  0.1067
H  -1.674  6.314  1.632  0.0974

Cartesian forces, eV/Å:
-0.622 0.143 -0.447
0.374 -1.439 1.091
2.757 3.840 -0.735
-0.517 0.108 0.526
0.773 -0.704 -1.940
-0.351 0.791 1.162
-1.136 0.780 -1.257
0.178 -1.373 0.669
0.693 0.810 -0.523
-0.131 -0.188 0.538
0.760 0.402 -0.634
-0.277 -0.223 0.771
0.183 0.929 -0.662
0.385 -0.902 -0.198
-0.364 -0.225 -0.323
-0.193 -1.190 -1.125
0.302 0.888 -0.816
-0.112 0.471 0.550
0.475 -0.443 -0.061
-0.097 -0.852 1.152
-0.453 -0.402 0.508
-1.965 -0.152 0.149
0.904 0.291 -0.736
-0.807 -0.549 -0.971
0.430 1.611 -0.382
-1.435 -0.180 -1.149
-0.875 -2.494 -0.114
1.299 -0.707 0.875
0.334 0.046 0.793
2.121 -0.334 -0.417
-0.976 0.057 1.286
-0.651 1.511 0.157
0.865 -0.968 -0.544
1.723 2.176 0.795
0.636 0.489 0.219
-0.675 -0.392 2.054
0.450 -0.615 0.114
-0.717 -1.601 -1.164
-0.312 -0.945 -0.902
0.211 -0.069 1.408
1.559 1.715 -0.372
-1.797 -1.206 -0.078
-1.816 -1.214 0.515
0.572 -0.680 0.288
-0.427 0.975 0.209
-0.057 -0.990 0.262
-1.101 0.538 -0.204
0.496 0.539 0.547
0.490 -0.922 0.118
0.083 0.951 0.025
0.149 -0.785 -0.762
-0.893 0.644 -0.189
0.231 -1.149 -0.077
0.453 0.812 0.007
-0.796 0.155 0.594
-0.695 -0.270 0.735
0.109 -0.880 -0.453
0.379 -0.729 -0.387
0.061 0.882 -0.328
0.443 -0.891 -0.187
-0.772 -0.273 0.568
0.369 0.521 -0.484
-0.645 -0.088 0.898
0.613 0.093 0.819
0.420 0.450 -0.457
-0.636 0.439 0.468
0.198 0.491 0.938
0.003 -0.733 -0.491
-0.917 -0.381 0.522
0.318 -0.070 -0.434
0.954 0.549 0.391
-0.906 -0.394 -0.509
-0.550 -0.778 -0.217
0.092 -0.914 0.323
-0.108 1.030 -0.128
-0.447 -0.496 -0.860
0.866 0.452 -0.373
0.758 0.836 -0.517
-0.604 0.264 -0.928
-0.268 0.394 -0.105
-0.297 0.487 1.089
-0.053 1.139 -0.040
0.482 0.923 0.225
0.624 0.046 -0.617
0.053 0.062 -0.023
0.074 0.008 0.396
-0.116 -0.099 -0.136
-0.073 0.037 -0.054
0.029 -0.024 0.045
-0.087 0.064 0.006
0.017 -0.196 -0.004
-0.041 0.149 -0.088
0.059 0.086 -0.086
0.051 -0.008 0.066
0.305 0.182 -0.213
-0.476 0.162 0.122
-0.041 -0.090 -0.026
0.011 0.062 -0.009
0.000 -0.084 -0.091
-0.125 0.147 0.053
0.045 -0.150 0.005
0.086 -0.111 0.057
-0.001 -0.014 0.109
0.098 0.458 -0.062
-0.063 -0.260 -0.123
0.055 -0.081 -0.010
-0.022 0.060 -0.017
0.111 -0.051 -0.025
-0.151 -0.004 -0.086
0.101 -0.094 0.085
-0.025 -0.089 0.050